1.
Computed, not measured: a 16-piece molecular cluster, C64H96O48 overall in a non-equilibrium geometry, with ωB97M-V/def2-TZVPD.

Structure (XYZ):
```
208
Properties=species:S:1:pos:R:3:forces:R:3:mulliken_charge:R:1
O -5.3776 2.3144 2.6867 -1.6 0.2 0.4 -0.48
O -5.0020 4.3091 -3.3076 3.6 0.2 -0.2 -0.59
O -0.0033 -1.9946 -3.2890 -0.3 -2.6 -1.6 -0.21
O -5.0419 6.3613 4.5119 1.9 -2.5 1.9 -0.61
O 3.3524 -3.2008 0.3588 -1.0 0.9 -0.1 -0.28
O -2.2783 -2.5438 4.1526 -0.1 -0.2 -0.2 0.05
O 2.9382 4.5348 -3.4022 1.3 -1.5 0.2 -0.71
O 3.3373 2.9958 -1.8727 -2.7 -1.7 3.5 0.41
O 4.2240 0.2002 2.2119 -0.7 1.6 -1.5 0.26
O -6.7594 -1.2133 -5.6024 -1.0 -0.7 -0.2 -0.60
O -0.4948 0.3088 1.7481 -0.7 1.6 2.8 0.83
O -3.3647 4.8390 4.5751 -0.7 0.0 -0.4 -0.05
O 2.7705 -0.4173 -5.8489 1.9 -0.7 1.0 -0.38
O 1.4124 0.7859 -4.6127 0.0 0.2 0.6 0.22
O 0.6759 1.3860 0.2418 -0.6 0.1 -0.4 0.11
O -5.9410 -0.7792 0.7934 0.7 0.9 -1.3 -0.28
O -3.2194 5.6930 -3.4406 -0.9 2.0 -1.0 -0.40
O 2.1309 3.3473 5.4617 -0.7 0.3 -0.1 -0.37
O -5.3834 -7.2379 -0.0267 1.5 1.5 0.7 -0.59
O -2.8688 3.7276 -2.6795 -2.1 -2.1 0.4 0.01
O -0.4024 -2.3331 5.2874 0.7 -0.6 0.7 -0.34
O -4.5002 5.2344 6.4557 0.1 0.0 -0.4 -0.38
O 1.8098 7.7581 1.1590 0.8 1.8 -1.4 -0.39
O 3.6625 2.5050 4.0654 -0.9 -1.1 2.5 -0.24
O 0.5140 -3.9997 -4.3343 0.2 2.3 0.1 -0.20
O 5.2155 -2.3460 -3.0461 1.3 0.7 1.5 -0.17
O 2.5170 -5.0006 -0.7285 -2.6 2.0 -0.4 0.17
O -4.6274 -2.0719 1.9738 1.3 -0.6 -0.6 -0.06
O 2.5313 7.8781 3.3220 -1.5 0.3 -2.3 -0.63
O 0.0347 2.4919 2.0813 -0.4 -1.4 -0.5 -0.04
O -3.8159 -1.1228 0.1093 -1.2 -0.3 0.9 -0.01
O -4.9935 -0.3181 -4.7668 2.5 2.1 -0.4 -0.46
O 3.0576 1.3330 5.9471 -0.3 1.6 -1.0 -0.59
O -4.5997 -5.9605 1.6735 -0.5 -0.3 0.9 -0.40
O 5.5426 -1.4004 1.6911 2.1 -1.8 -1.1 -0.35
O -4.8144 1.0626 4.4619 0.0 -0.1 -0.4 -0.71
O 5.8048 0.5840 0.6509 -0.3 -0.6 -0.1 -0.62
O 5.7176 -2.7762 -5.1007 0.7 -1.2 -2.6 -0.40
O -1.4038 -3.7467 -3.3072 -1.1 -0.4 0.6 -0.14
O 3.4765 0.3413 -3.8248 -0.2 -0.2 -0.7 -0.26
O 4.8142 3.2665 -3.2804 2.3 1.8 -4.0 -0.40
O -0.6146 -4.0590 3.9488 0.0 -1.3 -0.6 -0.58
O -5.7334 -2.0965 -3.8150 -1.0 -1.7 1.0 -0.42
O -3.3303 1.6430 2.8665 0.2 -1.2 1.1 0.62
O -3.3274 -6.2223 -0.0605 -0.7 -1.8 -1.2 -0.39
O 0.7418 6.7366 2.7341 -1.1 -0.1 0.5 -0.36
O 4.4306 -5.0726 0.2062 2.6 -1.3 1.0 -0.43
O 7.1155 -1.4983 -3.9289 -2.1 -1.8 -0.2 -0.64
C 0.7584 7.1250 0.4556 1.0 -1.2 -1.8 0.52
C -4.5285 -6.5377 0.4781 -0.7 -1.2 -0.7 0.59
C 0.0948 6.3403 1.5417 -1.0 -0.5 0.4 0.31
C 2.9217 -6.2766 -0.9799 2.1 -1.4 -1.4 -0.34
C -1.4471 -5.1307 -3.7247 0.7 0.9 -1.9 -0.59
C 0.6117 0.2962 -5.6532 -0.8 0.1 -1.7 -0.20
C 6.6952 3.1075 -1.8115 0.6 0.1 0.2 -1.67
C -3.3411 -5.3714 2.0318 -1.0 0.6 2.0 0.68
C -2.4508 -1.3270 4.8825 0.1 0.0 1.0 0.27
C -1.0626 -3.0922 4.4577 -0.7 0.6 -1.1 0.48
C -5.7428 -2.1380 4.0729 -1.2 -0.4 -0.7 -1.23
C -5.8914 -2.2590 2.5414 -0.6 1.4 2.2 0.31
C 1.2324 -1.5445 -7.2664 -1.3 -1.1 -1.0 -1.21
C -4.3542 5.5394 5.1311 -2.5 2.4 -1.3 0.43
C 4.4485 -3.3556 -4.9440 -0.6 -0.1 -0.7 1.32
C 3.4252 -4.3172 -0.0338 -0.6 1.2 0.6 0.15
C -0.2739 -3.1313 -3.6748 0.7 1.8 2.1 0.13
C 4.8364 -1.9150 2.7816 -1.4 -0.9 0.4 -0.26
C -1.9675 -4.4184 0.1778 0.9 0.8 0.0 -0.40
C -2.4621 -5.6442 0.8848 0.9 1.3 -1.4 0.59
C 3.9519 -0.7511 3.1937 -0.4 -0.7 1.8 0.26
C 4.3588 2.0902 -1.4216 0.0 0.9 0.8 1.58
C -1.8514 5.6610 -3.1861 1.7 0.3 -0.9 -0.26
C 2.4251 -1.0391 3.3893 1.7 0.3 0.1 -0.54
C 3.6550 3.6538 -2.9217 -2.5 2.7 -0.7 0.20
C 4.4881 -4.7612 -5.5962 -0.3 1.0 0.7 -1.33
C 3.3324 3.5601 2.0172 -1.4 -0.1 0.4 -0.76
C -0.3287 -0.6096 0.7714 -0.7 -2.4 -2.5 -0.04
C -1.2161 4.2669 5.3591 0.0 0.0 0.7 -1.41
C -3.8314 0.6845 -2.9850 -0.1 -1.2 -1.0 -0.72
C 5.4423 2.4574 -2.3747 2.4 -2.2 0.3 0.87
C 2.6522 0.2399 -4.6848 -0.5 0.3 0.4 -0.20
C 1.3623 6.2441 -0.6659 -0.7 -0.5 0.4 -0.60
C -6.6497 -1.0429 1.9454 -2.1 -1.6 1.3 -0.60
C -0.5961 3.4271 -2.9471 0.3 -0.1 -0.8 -0.52
C -4.7289 -1.3268 0.8900 2.0 0.8 -1.5 -0.19
C -1.2292 -1.3115 5.7639 2.2 2.7 0.9 0.38
C 1.7275 7.5707 2.4421 2.8 -0.7 3.7 0.56
C 0.7490 -6.2826 -4.2633 0.3 -0.4 -0.8 -1.15
C -0.3603 -0.0039 5.6240 -1.2 0.2 0.2 -1.02
C -4.5425 -1.8649 -3.1249 1.2 1.2 0.6 1.29
C -3.9916 -0.6093 -3.8142 0.9 0.4 0.6 0.53
C 2.1615 4.2917 4.3585 1.3 -0.5 -0.5 0.66
C -0.2329 -5.1477 -4.6421 1.6 -2.2 0.7 0.50
C 4.2302 -3.1957 -3.4235 -2.1 -1.6 -1.7 0.90
C -1.6646 4.3500 -2.4775 2.1 0.8 1.0 0.67
C -3.7899 4.5330 -3.2198 -3.6 -0.4 1.3 0.45
C 1.7022 -0.5683 -0.8392 -1.4 0.4 -1.2 0.10
C 6.1115 -2.1980 -4.0397 3.4 3.9 2.3 0.39
C 3.3697 3.7710 3.5431 0.9 0.8 -1.4 0.04
C 5.2476 -0.1647 1.4013 -0.7 1.3 1.1 0.35
C -5.1059 4.3263 1.4053 0.3 0.2 0.9 -1.41
C 0.0411 1.4677 1.4185 1.1 2.2 0.4 -0.30
C -3.3080 2.5362 1.7874 1.8 0.2 -0.8 -0.04
C -2.7250 4.0517 5.5563 2.3 0.1 0.3 1.42
C -5.9003 -1.2188 -4.7809 -1.9 -0.5 -1.4 0.53
C -4.5606 1.5986 3.4174 1.0 0.4 0.5 -0.05
C 0.3243 0.1369 -0.3942 2.8 -1.7 0.4 1.41
C 5.0745 -7.3660 -0.0004 0.3 -0.1 -0.1 -1.60
C 4.4320 -6.1683 -0.7062 0.8 -1.2 1.3 0.38
C 2.9472 2.3221 5.2521 1.1 -1.5 -0.8 0.55
C -4.7412 2.8442 1.5191 -1.3 1.0 -0.7 0.99
C 1.6392 -0.2885 -6.6558 -0.6 1.7 1.1 0.42
C -3.3002 4.5849 6.8750 1.0 -0.3 -0.3 -0.43
H 2.4384 5.2575 4.7811 -0.6 0.0 -0.2 0.35
H -3.0755 -0.9333 -4.3082 0.2 0.6 -0.3 -0.12
H -5.5654 -1.1208 4.4221 0.4 -0.1 -0.3 0.13
H -1.2493 -3.8632 0.7812 0.1 0.0 0.1 0.30
H -1.4650 -4.6919 -0.7500 0.0 0.0 0.0 -0.29
H 0.4042 3.6993 -2.6102 0.0 0.0 0.0 0.02
H 0.5284 5.8502 -1.2467 -0.1 0.4 -0.4 -0.06
H 1.8825 0.5109 -7.3557 -0.1 -0.2 -0.5 0.34
H 2.8147 -6.4777 -2.0458 -0.4 -0.3 0.1 0.20
H -2.4749 -0.4060 4.2999 -0.3 -0.5 -0.6 -0.48
H 4.2005 -2.7489 2.4845 0.3 -0.1 -0.4 0.02
H 2.9695 4.4347 1.4774 0.5 0.2 0.0 0.30
H 0.2644 5.2659 1.4714 -0.5 -0.1 -0.3 -0.45
H -4.8453 4.7941 0.4559 -0.2 -0.3 -0.1 0.27
H 6.4988 3.9701 -1.1748 -0.3 0.0 0.0 0.37
H 4.6764 -7.4910 1.0066 -0.2 0.1 0.0 0.36
H 2.0112 -1.5857 2.5419 -0.1 0.5 -0.3 0.06
H 1.9059 -0.2297 -1.8550 0.4 0.6 0.2 -0.47
H -0.6307 3.4459 -4.0364 0.3 -0.3 -0.2 0.58
H 2.2283 -1.6764 4.2514 0.4 0.0 0.2 0.57
H 4.3818 -0.3240 4.0997 -0.5 0.0 0.4 0.36
H -1.4920 6.5412 -2.6531 -0.5 0.0 0.2 0.29
H 5.6887 1.5317 -2.8947 0.5 0.1 -0.2 0.07
H 0.4750 -1.2670 -7.9995 0.1 -0.1 -0.5 0.49
H 0.6463 -2.1767 -6.5994 0.5 -0.1 0.4 -0.03
H 3.2501 -2.7439 -3.2704 0.0 -0.1 0.4 -0.16
H 0.5967 0.0770 6.1395 -0.1 -0.7 0.2 0.47
H 2.0154 -2.1278 -7.7509 0.0 0.2 0.0 0.36
H 2.5927 2.7909 1.7952 -0.1 -0.1 0.1 -0.28
H 1.2606 4.2935 3.7451 -0.2 -0.1 0.6 -0.68
H -2.9912 0.6218 -2.2935 -0.2 0.1 0.1 0.00
H -2.7794 -3.7334 -0.0664 -0.1 -0.1 0.0 0.05
H 4.6608 2.3827 -0.4159 -0.5 -0.3 0.0 -0.45
H 2.5685 -0.4443 -0.1895 -0.4 0.5 0.3 -0.17
H 2.1040 6.6997 -1.3220 -0.3 0.3 0.1 0.48
H -0.8700 2.4290 -2.6055 0.3 -0.1 0.0 -0.29
H -0.9430 6.6712 1.5813 -0.2 -0.7 0.3 0.41
H -2.6335 5.3142 7.3352 0.0 0.3 -0.2 0.30
H 0.3939 -7.3068 -4.3770 -0.3 0.1 -0.5 0.49
H -0.1958 -0.3670 -5.3428 0.6 -0.6 0.6 -0.09
H -0.3598 0.2998 -1.2270 0.2 0.1 0.0 -0.32
H -2.6689 3.3703 2.0772 -0.4 0.4 0.1 -0.29
H -4.6472 -1.5767 -2.0789 -0.6 -0.7 0.1 -0.55
H 0.0409 1.0637 -6.1759 0.4 0.7 0.3 0.42
H 4.0788 1.0397 -1.5006 -0.4 0.4 0.1 -0.74
H -6.3136 -3.2216 2.2526 0.1 0.0 -0.1 0.46
H 1.1298 -6.2796 -3.2419 -0.6 0.8 0.3 0.04
H 7.4094 3.4320 -2.5683 -0.4 0.1 -0.5 0.42
H 4.2077 4.4336 3.7594 0.2 0.0 0.1 0.26
H 5.0878 -5.7799 -1.4854 -0.5 -0.6 -0.8 0.21
H -0.1769 0.2360 4.5766 -0.1 -0.3 -0.2 -0.15
H 4.9576 -8.3219 -0.5109 -0.4 0.1 -0.3 0.37
H -7.6749 -1.2938 1.6731 0.0 -0.2 -0.2 0.39
H 5.0879 -5.4232 -4.9716 -0.1 -0.1 0.1 0.38
H -3.3757 3.7765 7.6023 -1.0 0.1 -0.1 0.39
H -0.4706 -5.0698 -5.7030 -0.1 -0.5 0.0 0.32
H 4.2672 3.1592 1.6253 0.2 0.4 0.2 0.42
H 1.6600 -6.1457 -4.8459 -0.1 -0.3 -0.3 0.17
H -1.4631 -1.5217 6.8076 0.0 0.1 0.1 0.30
H 7.3193 2.4225 -1.2376 -0.5 -0.4 0.3 0.34
H 0.0402 7.8068 0.0002 0.4 0.6 0.2 0.36
H -2.2920 -5.2715 -4.3989 -0.5 -0.1 0.8 0.36
H -1.3145 -0.9916 0.5060 -0.1 0.0 -0.2 -0.30
H -1.2840 5.6501 -4.1167 -0.2 0.1 -0.4 0.30
H -4.5978 4.8876 2.1895 0.4 0.0 0.0 0.24
H 5.4912 -2.2897 3.5684 0.3 0.4 -0.1 0.35
H -3.8524 -2.7000 -3.2453 -0.2 -0.1 0.2 -0.26
H 2.0216 -0.0559 3.6311 -0.6 -0.2 -0.4 -0.32
H -4.8053 0.8384 -2.5203 0.2 0.3 0.4 0.29
H -6.7455 -2.3890 4.4189 0.0 -0.2 0.5 0.56
H -1.4040 4.5722 -1.4427 -0.9 -0.3 0.7 -0.21
H 3.4678 -5.1313 -5.6964 0.1 -0.2 0.0 0.12
H -0.9298 0.8503 5.9899 -0.3 0.1 0.1 0.36
H 6.1547 -7.2562 0.0953 0.0 0.3 0.0 0.40
H -0.8687 5.2335 5.7239 -0.2 0.2 0.0 0.53
H 3.7997 -2.6219 -5.4223 -0.5 -0.6 -0.5 -0.32
H 4.9781 -4.7314 -6.5694 -0.2 0.2 0.0 0.41
H 1.6613 -1.6385 -1.0417 -0.8 -0.2 0.6 0.03
H 2.4284 -7.0227 -0.3569 -0.1 0.1 0.0 0.34
H -0.6706 3.5200 5.9359 0.1 -0.1 -0.1 0.51
H -5.0186 -2.8459 4.4760 -0.1 0.0 -0.1 0.21
H -1.3117 -5.9006 -2.9652 -0.6 0.6 0.5 0.27
H -6.1451 4.5115 1.6770 -0.2 -0.3 -0.6 0.34
H -6.7824 -0.2115 2.6377 0.8 0.3 -0.1 0.24
H -3.6845 1.4706 -3.7256 0.1 0.1 0.3 0.40
H -5.1789 2.2721 0.7011 0.3 0.0 -0.3 0.29
H -2.9268 -5.7803 2.9534 -0.4 -0.4 0.0 0.25
H 1.7646 5.3024 -0.2925 0.5 0.2 0.4 -0.15
H -2.7686 2.0677 0.9642 -0.3 -0.2 -0.2 -0.14
H -3.5773 -4.3372 2.2824 0.4 0.2 -0.5 -0.64
H 0.2491 -1.4824 1.0752 0.3 0.2 0.3 -0.20
H 4.2723 -4.2007 -3.0035 0.2 0.0 0.7 -0.62
H -3.3082 -1.3972 5.5518 -0.3 0.0 -0.6 0.32
H -0.9230 4.2009 4.3113 -0.2 -0.3 0.0 -0.16
H -2.8620 2.9776 5.4313 -0.8 0.0 -0.3 -0.50
H -1.6243 -6.2976 1.1281 -0.2 -0.3 0.0 0.29
```
Forces are in eV/Å.

multiplicity: 1
HOMO level: -10.34 eV

2.
Computed, not measured: C3H2EuLiO3 as an isolated structure in a non-equilibrium geometry, with ωB97M-V/def2-TZVPD.

Structure (XYZ):
```
10
Properties=species:S:1:pos:R:3:forces:R:3:mulliken_charge:R:1
Eu -1.9045 -0.7203 3.8297 0.2 0.1 -1.1 1.71
O -2.0018 -0.6856 1.3652 0.0 0.0 -0.3 -0.60
O 1.7033 0.5332 -0.4520 -1.4 -0.9 1.5 -0.58
O 0.0141 -0.0793 1.9728 0.4 0.1 -0.1 -0.81
C -0.8532 -0.3385 1.0857 -0.7 -0.2 1.7 0.71
C 0.2707 0.2063 -2.3842 -1.0 -1.5 1.8 -0.60
C 0.7761 0.2503 -1.1524 2.3 1.8 -3.4 0.71
Li 1.7979 0.5186 1.5152 0.1 0.1 -0.5 0.91
H -0.5218 -0.5056 -2.6149 0.2 0.4 -0.1 0.26
H 0.7191 0.8210 -3.1650 -0.1 0.2 0.5 0.30
```
Forces are in eV/Å.

net charge: +2
multiplicity: 9
HOMO level (alpha / beta): -15.50 / -15.48 eV

3.
Computed, not measured: an isolated molecule of C6H10O, with ωB97M-V/def2-TZVPD.

Structure (XYZ):
```
17
Properties=species:S:1:pos:R:3:forces:R:3:mulliken_charge:R:1
O 1.2107 0.3193 0.7238 -0.1 0.0 0.1 -0.32
C 0.5834 -0.5173 -0.2146 0.0 -0.1 -0.2 0.15
C -0.9143 -0.7134 0.1248 0.0 -0.2 0.0 -0.26
C -2.1148 0.1189 -0.3927 -0.2 0.1 -0.2 -0.71
C 0.1862 0.0696 -1.4759 0.0 -0.3 0.1 -0.64
C 2.5096 0.6694 0.3107 0.3 0.1 -0.1 -0.81
C -1.6252 0.2785 0.9997 0.0 0.1 0.1 -0.51
H -1.9847 0.9327 -1.0911 0.0 -0.1 0.1 0.35
H 2.4869 1.2517 -0.6207 0.0 -0.1 0.1 0.34
H -0.0346 -0.7681 -2.1611 0.0 0.1 0.1 0.20
H 2.9450 1.2752 1.1081 0.0 -0.1 -0.1 0.25
H -2.2180 -0.1226 1.8157 0.1 0.0 -0.1 0.26
H 1.0683 -1.5084 -0.2062 -0.1 0.2 0.0 0.49
H -1.1643 -1.7616 0.2530 0.0 0.2 -0.1 0.41
H -3.0048 -0.4839 -0.5513 0.2 0.1 0.0 0.28
H -1.0682 1.1819 1.2255 -0.1 -0.2 0.0 0.21
H 3.1388 -0.2221 0.1524 -0.1 0.1 0.1 0.31
```
Forces are in eV/Å.

multiplicity: 1
HOMO level: -8.56 eV

4.
Computed, not measured: C6H8S as an isolated structure in a non-equilibrium geometry, with ωB97M-V/def2-TZVPD.

Structure (XYZ):
```
15
Properties=species:S:1:pos:R:3:forces:R:3:mulliken_charge:R:1
S 1.8929 2.2213 -0.4595 1.0 0.1 -0.3 -0.28
C 0.6363 1.1525 0.0222 -3.1 -2.0 -3.2 0.30
C 0.6521 -0.2337 0.5759 1.7 0.3 2.1 -0.17
C -1.0089 -0.5705 -1.0962 -0.7 -0.9 -2.4 -0.33
C 0.1241 0.9939 1.3861 2.0 -0.3 0.7 -0.86
C -0.3643 -1.1939 0.0417 3.3 -2.8 -1.1 -0.41
C -0.7819 0.6764 -1.3070 3.3 3.0 3.7 -0.56
H -1.4739 -1.0757 -1.9470 -0.6 -0.5 0.8 0.33
H 2.6229 1.3511 -1.2075 -0.3 0.3 0.2 0.12
H 1.5996 -0.8002 0.9054 -1.3 1.6 -0.3 0.33
H 0.7071 1.4002 2.2538 -0.4 -0.5 -1.0 0.29
H -0.9039 1.1336 1.4697 -1.7 -0.1 0.4 0.27
H 0.2790 -2.1800 -0.2664 -1.9 2.0 0.7 0.28
H -1.2041 1.4711 -1.8458 -0.3 0.6 -1.2 0.44
H -1.0500 -1.4274 0.8041 -1.0 -0.8 0.9 0.25
```
Forces are in eV/Å.

multiplicity: 1
HOMO level: -8.37 eV

| no. | DFT total energy (eV) |
| --- | --- |
| 1 | -166206.4315 |
| 2 | -28802.2383 |
| 3 | -8426.3618 |
| 4 | -17182.9821 |